C35H49MgN3P2S2 | wB97M-V/def2-TZVPD

## Properties
HOMO-LUMO gap, eV: 4.332
Spin multiplicity: 1
Total charge: -2
E_LUMO, eV: 4.23
Electronic energy, eV: -87255.850
Largest force on an atom, hartree/bohr: 0.0127

Last column: Mulliken charge in e.
Atoms and positions in Å:
Mg: 0.075 0.768 -0.777  1.19
C: -1.714 -1.386 -4.260  -1.81
C: -2.552 -1.545 -2.981  1.40
C: -3.170 -2.935 -2.936  -1.75
P: -1.498 -0.954 -1.546  1.11
C: -1.064 -2.916 -0.708  1.53
C: -2.019 -3.972 -0.134  -1.77
C: 0.006 -3.578 -1.573  -1.28
C: -2.643 -0.711 -0.106  -0.07
C: -4.023 -0.900 -0.141  -0.09
C: -4.862 -0.457 0.880  -0.86
C: -4.314 0.231 1.951  -1.19
C: -2.935 0.404 2.025  -0.35
C: -2.077 -0.109 1.048  -0.63
N: -0.660 0.044 1.099  1.22
C: 0.023 -0.219 2.233  -0.48
C: -0.564 -0.633 3.474  -1.16
C: 0.148 -0.644 4.651  -0.76
C: 1.506 -0.311 4.682  -1.23
C: 2.140 -0.133 3.462  -0.32
C: 1.465 -0.157 2.241  0.93
P: 2.286 -0.392 0.624  0.39
C: 2.621 -2.225 0.646  1.33
C: 3.403 -2.635 -0.604  -1.65
C: 3.200 -2.860 1.907  -1.53
C: 3.934 0.499 0.703  1.04
C: 4.511 0.635 -0.714  -1.71
C: 5.071 0.012 1.611  -1.63
H: -2.338 -1.447 -5.163  0.38
H: -0.963 -2.184 -4.314  0.38
H: -1.188 -0.430 -4.253  0.26
H: -3.360 -0.818 -3.022  -0.14
H: -2.404 -3.712 -2.979  0.26
H: -3.827 -3.069 -3.806  0.48
H: -3.761 -3.105 -2.035  0.26
H: -0.544 -2.477 0.154  -0.93
H: -2.431 -4.621 -0.915  0.30
H: -2.862 -3.506 0.391  0.30
H: -1.518 -4.641 0.592  0.38
H: -0.442 -4.187 -2.372  0.38
H: 0.684 -4.247 -1.011  0.34
H: 0.626 -2.806 -2.052  0.11
H: -4.467 -1.381 -1.007  -0.01
H: -5.933 -0.620 0.819  0.32
H: -4.950 0.637 2.730  0.28
H: -2.514 0.963 2.851  0.55
H: -1.606 -0.918 3.481  0.62
H: -0.359 -0.924 5.569  0.33
H: 2.057 -0.266 5.613  0.39
H: 3.210 -0.001 3.464  -0.08
H: 1.599 -2.604 0.527  -0.41
H: 4.452 -2.330 -0.530  0.33
H: 2.977 -2.186 -1.505  0.32
H: 3.381 -3.723 -0.724  0.45
H: 4.241 -2.571 2.071  0.20
H: 3.170 -3.951 1.804  0.47
H: 2.625 -2.591 2.794  0.31
H: 3.629 1.496 1.043  0.18
H: 5.095 -0.253 -0.975  0.40
H: 5.176 1.503 -0.776  0.41
H: 3.742 0.759 -1.470  0.23
H: 5.443 -0.962 1.279  0.23
H: 4.802 -0.069 2.660  0.41
H: 5.906 0.719 1.539  0.44
S: 1.911 2.408 -3.060  -0.36
C: 1.897 3.024 -1.506  0.22
N: 1.203 2.595 -0.453  0.84
C: 1.403 3.347 0.698  -1.34
C: 0.799 3.106 1.932  -0.11
C: 1.122 3.911 3.012  -0.61
C: 2.031 4.963 2.880  -0.52
C: 2.628 5.221 1.651  -0.39
C: 2.306 4.411 0.569  0.81
S: 2.886 4.457 -1.071  -0.41
H: 0.099 2.280 2.025  0.30
H: 0.672 3.711 3.977  0.42
H: 2.275 5.579 3.737  0.34
H: 3.336 6.035 1.536  0.37
C: -1.617 3.153 -2.663  -1.77
C: -2.465 1.933 -2.255  1.94
C: -3.408 1.637 -3.441  -2.04
C: -3.349 2.392 -1.073  -1.53
N: -1.547 0.853 -1.920  -0.11
H: -2.247 4.005 -2.956  0.51
H: -0.959 2.886 -3.494  0.27
H: -0.986 3.464 -1.824  0.17
H: -3.886 2.563 -3.787  0.51
H: -4.207 0.944 -3.156  0.36
H: -2.846 1.202 -4.275  0.26
H: -3.888 3.319 -1.316  0.53
H: -2.721 2.575 -0.195  0.02
H: -4.083 1.629 -0.803  0.29